26
Properties=species:S:1:pos:R:3 method="wB97M-V/def2-TZVPD" spin_multiplicity=1 charge=0 e_homo_ha="-0.2786 / -0.3011"
C 0.14 2.25 0.65
C -1.06 0.39 1.62
C -2.28 1.82 0.05
C 1.83 -1.89 -1.91
C 0.87 -2.51 0.38
C -0.86 1.25 0.41
C 1.66 -1.57 -0.49
C -0.38 0.44 -0.74
F 0.06 1.11 -1.83
Br -1.56 -0.93 -1.33
I 3.19 -0.45 0.45
H 1.29 1.97 0.62
H 0.18 3.14 -0.14
H 0.15 2.67 1.68
H -0.14 -0.03 1.88
H -1.84 -0.43 1.50
H -1.61 1.06 2.45
H -2.97 0.95 0.02
H -1.99 2.35 -0.95
H -2.39 2.57 0.94
H 2.61 -1.33 -2.45
H 0.90 -1.56 -2.29
H 2.15 -2.91 -2.13
H -0.10 -2.73 -0.11
H 1.43 -3.50 0.39
H 0.73 -2.15 1.32

26
Properties=species:S:1:pos:R:3 method="wB97M-V/def2-TZVPD" spin_multiplicity=1 charge=+1 relative_energy_kj_mol=336.4 e_homo_ha=-0.5022
C 0.78 1.35 -1.09
C 1.70 0.62 -0.70
C -1.92 -2.02 1.19
C -0.52 1.93 -1.40
C -2.43 -1.28 -0.01
C -1.69 0.84 -1.46
C -1.42 -0.11 -0.33
C 2.93 0.34 -0.11
N 3.61 1.31 0.48
O 2.12 -0.31 1.77
Br 3.71 -1.26 -0.73
H -1.00 -2.66 1.04
H -1.79 -1.37 2.11
H -2.64 -2.89 1.53
H -0.45 2.32 -2.39
H -0.69 2.72 -0.68
H -3.45 -0.83 0.15
H -2.54 -2.03 -0.71
H -1.82 0.33 -2.45
H -2.43 1.53 -1.29
H -0.57 -0.71 -0.71
H -1.16 0.16 0.68
H 4.63 1.44 0.72
H 3.02 2.15 0.51
H 2.73 -0.77 2.35
H 1.30 -0.78 1.52

26
Properties=species:S:1:pos:R:3 method="wB97M-V/def2-TZVPD" smiles="COC1=C(Br)C(C)(C)C[N@@H+]1C" spin_multiplicity=1 charge=+1 relative_energy_kj_mol=364.6 e_homo_ha="-0.4375 / -0.4375"
C 0.59 0.97 0.41
C -0.28 0.58 -0.97
C 0.30 -1.33 0.47
C 0.25 -0.07 1.40
C 1.35 -0.24 2.48
C -1.21 -0.02 1.96
C -0.33 -1.79 -1.97
C -0.02 2.42 -2.46
N -0.56 -0.91 -0.78
O -0.20 1.00 -2.18
Br 0.93 2.76 0.92
H 1.28 -1.40 0.06
H -0.08 -2.24 1.06
H 2.22 -0.58 1.99
H 1.15 -0.90 3.29
H 1.67 0.67 3.00
H -1.25 0.97 2.40
H -1.41 -0.84 2.67
H -1.83 -0.24 1.12
H -1.13 -1.49 -2.71
H 0.62 -1.70 -2.58
H -0.49 -2.75 -1.60
H 1.04 2.58 -2.22
H -0.74 2.85 -1.66
H -0.28 2.69 -3.56
H -1.57 -1.01 -0.57

29
Properties=species:S:1:pos:R:3 method="wB97M-V/def2-TZVPD" spin_multiplicity=1 charge=+1 relative_energy_kj_mol=284.4 e_homo_ha=-0.4623
C -1.62 0.21 -1.56
C 2.00 -1.48 0.12
C -2.38 -0.28 -0.57
C 0.77 0.35 0.50
C -3.20 -1.60 -0.69
C -1.76 1.26 2.74
C 3.73 0.31 -1.50
C 1.91 1.10 -0.32
N 0.97 -0.95 0.70
N -0.17 1.04 1.07
N -1.22 0.40 1.62
O -2.41 0.27 0.67
O 2.93 0.18 -0.40
Cl 1.85 -2.33 -1.37
H -0.93 0.99 -1.35
H -1.83 0.00 -2.58
H 2.89 -1.79 0.67
H -3.12 -2.02 0.28
H -4.21 -1.31 -0.89
H -2.70 -2.23 -1.47
H -2.17 2.25 2.26
H -2.55 0.75 3.25
H -0.98 1.56 3.46
H 4.05 -0.71 -1.92
H 4.61 0.67 -1.13
H 3.26 0.65 -2.47
H 2.11 1.99 0.23
H 1.37 1.27 -1.29
H -1.22 -0.55 1.95

29
Properties=species:S:1:pos:R:3 method="wB97M-V/def2-TZVPD" spin_multiplicity=6 charge=+2 e_homo_ha="-0.5703 / -0.5965"
C -2.98 -1.31 -1.22
O -3.03 -0.53 -0.26
C -2.55 -0.91 1.08
C -1.95 0.30 1.72
O -0.71 0.67 1.10
C -0.70 1.89 0.35
C 0.15 1.76 -0.90
O 0.46 2.72 -1.55
H -2.48 -2.28 -1.14
H -3.32 -0.92 -2.18
H -1.85 -1.74 0.96
H -3.44 -1.23 1.63
H -2.64 1.16 1.70
H -1.75 0.05 2.77
H -0.32 2.70 0.98
H -1.72 2.13 0.02
O 2.17 1.24 0.86
C 3.13 0.75 -0.03
C 3.13 -0.77 -0.10
O 1.76 -1.25 -0.03
C 1.06 -1.29 -1.24
Fe 1.05 -0.10 1.46
H 4.16 1.08 0.21
H 2.89 1.13 -1.05
H 3.64 -1.20 0.78
H 3.60 -1.16 -1.01
H 0.85 -2.36 -1.35
H 0.83 -1.04 -2.27
H 0.54 0.49 -1.28

25
Properties=species:S:1:pos:R:3 method="wB97M-V/def2-TZVPD" spin_multiplicity=3 charge=0 relative_energy_kj_mol=195.1 e_homo_ha="-0.1772 / -0.3154"
C -1.25 0.33 -0.33
C -0.86 1.82 0.33
C 1.09 0.05 -0.40
C -0.25 -0.69 -0.02
C -1.30 2.82 -0.72
C 2.30 -0.53 0.25
C -0.30 -1.16 1.44
C -0.32 -1.93 -0.89
S 0.95 1.69 0.46
I -3.31 -0.02 0.09
H -1.28 0.56 -1.34
H -1.40 2.06 1.27
H 1.33 0.25 -1.49
H -0.47 2.94 -1.51
H -1.55 3.81 -0.30
H -2.23 2.47 -1.16
H 2.07 -0.65 1.33
H 3.11 0.21 0.18
H 2.70 -1.57 -0.14
H -1.31 -1.40 1.53
H -0.11 -0.17 1.96
H 0.46 -1.95 1.61
H 0.33 -2.58 -0.36
H -0.18 -1.89 -1.93
H -1.12 -2.57 -0.75

36
Properties=species:S:1:pos:R:3 method="wB97M-V/def2-TZVPD" spin_multiplicity=2 charge=+3 e_homo_ha="-0.6123 / -0.6123"
K -2.34 2.28 3.31
K -2.96 2.19 -1.55
K -5.01 -1.23 0.75
C -1.50 -0.06 0.62
O -2.73 0.62 0.85
H -1.36 0.03 -0.45
H -0.66 0.40 1.13
H -1.55 -1.12 0.87
C 0.40 -1.75 3.59
N 0.27 -0.51 4.43
O 0.76 -0.54 5.58
O -0.42 0.37 4.04
H -0.50 -1.87 2.98
H 0.54 -2.68 4.14
H 1.20 -1.52 2.88
C 0.21 -3.70 -2.15
C 0.81 -3.18 -0.83
O 1.87 -2.34 -1.23
S 2.62 -2.88 -2.61
O 3.62 -3.97 -2.45
O 2.94 -1.74 -3.50
O 1.23 -3.67 -3.08
H -0.64 -3.13 -2.52
H -0.04 -4.73 -1.89
H 1.22 -3.96 -0.20
H 0.03 -2.62 -0.31
N -0.02 4.68 -0.20
C 0.02 3.29 -0.42
C 0.32 3.10 -1.75
C 0.46 4.31 -2.37
C 0.20 5.29 -1.45
H -0.24 5.17 0.66
H -0.24 2.55 0.32
H 0.45 2.13 -2.20
H 0.84 4.43 -3.37
H 0.21 6.36 -1.60

24
Properties=species:S:1:pos:R:3 method="wB97M-V/def2-TZVPD" smiles=c1cc[nH]c1.CCCC spin_multiplicity=1 charge=0 relative_energy_kj_mol=25.3 e_homo_ha=-0.3040
C 2.18 -1.09 -0.44
C -0.90 -1.77 -2.75
C 0.77 -0.95 -1.02
C 0.51 -1.92 -2.17
H 2.34 -0.38 0.39
H 2.93 -0.89 -1.22
H 2.33 -2.11 -0.05
H -1.04 -0.75 -3.13
H -1.65 -1.97 -1.96
H -1.05 -2.49 -3.57
H 0.02 -1.13 -0.22
H 0.63 0.09 -1.38
H 1.26 -1.73 -2.96
H 0.66 -2.95 -1.80
C -3.57 -3.71 4.00
C -2.85 -4.80 3.44
C -2.74 -3.07 4.90
C -1.59 -4.79 4.02
N -1.54 -3.74 4.90
H -4.60 -3.42 3.76
H -3.20 -5.51 2.70
H -2.90 -2.20 5.53
H -0.73 -5.45 3.88
H -0.74 -3.49 5.47

25
Properties=species:S:1:pos:R:3 method="wB97M-V/def2-TZVPD" spin_multiplicity=1 charge=+1 relative_energy_kj_mol=917.2 e_homo_ha="-0.4326 / -0.4233"
C -0.22 1.14 -0.17
C -2.16 -0.17 0.68
C 1.17 -0.80 0.38
C 2.48 -1.43 0.06
C -0.86 -1.94 -0.47
C -2.22 2.21 0.32
C 2.07 1.37 -0.37
C -1.90 -1.52 0.54
N -1.55 0.86 0.21
N 0.92 0.42 -0.07
H -0.17 2.24 -0.31
H 3.11 -1.37 1.09
H 2.28 -2.45 -0.10
H 2.92 -0.96 -0.87
H -0.73 -2.89 -0.84
H 0.17 -1.56 0.00
H -0.70 -1.41 -1.42
H -3.06 1.96 0.88
H -1.67 3.03 0.90
H -2.66 2.66 -0.65
H 1.79 2.20 -0.90
H 2.73 1.54 0.46
H 2.89 1.08 -1.11
H -1.87 -2.09 1.43
H -2.75 -2.13 0.34

28
Properties=species:S:1:pos:R:3 method="wB97M-V/def2-TZVPD" smiles="CN1O[C@@H](OC=[N+](C)C)CCC1=O" spin_multiplicity=1 charge=+1 relative_energy_kj_mol=449.6 e_homo_ha=-0.4608
C -0.59 0.05 -1.37
C 1.54 0.37 -0.42
C -2.46 -0.49 0.50
C -2.91 1.90 0.42
C 3.81 0.30 0.13
C 2.11 0.06 1.85
C -0.86 -1.48 -1.39
C -1.97 -1.68 -0.35
N -2.37 0.68 -0.14
N 2.47 0.25 0.44
O 0.28 0.19 -0.14
O -2.74 -0.59 1.66
O -1.69 0.83 -1.36
H 0.04 0.39 -2.23
H 1.74 0.39 -1.50
H -2.11 2.78 0.45
H -3.73 2.16 -0.37
H -3.33 1.66 1.34
H 4.30 1.23 0.44
H 3.87 0.10 -0.99
H 4.34 -0.55 0.60
H 1.16 0.55 1.90
H 2.76 0.40 2.53
H 2.02 -1.09 2.04
H 0.04 -2.03 -1.01
H -1.05 -1.88 -2.29
H -2.87 -1.95 -0.96
H -1.78 -2.54 0.20

29
Properties=species:S:1:pos:R:3 method="wB97M-V/def2-TZVPD" spin_multiplicity=3 charge=+1 e_homo_ha="-0.3682 / -0.5164"
C -2.33 0.67 0.23
C 1.19 -2.50 0.06
C 1.90 -1.13 -0.21
C -0.28 -2.26 -0.55
C -1.25 -0.09 -1.60
C 1.12 -0.07 0.44
C -0.84 -0.91 -0.43
C 2.26 2.49 0.79
N -1.73 -0.48 0.63
N -3.23 1.43 0.79
O -0.23 1.89 0.62
O 1.13 1.73 -1.52
O -2.08 0.93 -1.05
S 1.00 1.58 -0.10
H 1.58 -3.26 -0.49
H 1.03 -2.59 1.17
H 2.82 -1.31 0.28
H 1.88 -1.07 -1.21
H -0.33 -2.34 -1.68
H -0.78 -3.10 -0.01
H -0.56 0.49 -2.14
H -2.04 -0.79 -2.27
H 0.91 -0.31 1.51
H 1.96 2.72 1.88
H 3.10 1.98 0.95
H 2.37 3.54 0.34
H -1.38 -0.57 1.57
H -3.34 1.36 1.76
H -3.87 1.94 0.22

27
Properties=species:S:1:pos:R:3 method="wB97M-V/def2-TZVPD" spin_multiplicity=1 charge=0 relative_energy_kj_mol=249.3 e_homo_ha="-0.2959 / -0.2789"
C -0.24 1.86 4.43
C -0.30 1.64 3.26
C -0.24 -0.47 1.85
C 1.20 1.55 1.34
C -0.07 1.14 1.87
C -1.71 -1.05 -0.06
C 0.90 -1.33 -3.12
C -0.33 0.77 -2.37
N -0.33 -1.00 0.56
N 0.36 -0.49 -2.05
P 1.05 -0.84 -0.49
S 2.12 -2.47 -0.27
H -0.23 2.32 5.37
H 0.73 -0.78 2.15
H -1.06 -0.72 2.37
H 1.15 2.08 0.43
H 1.99 1.16 1.85
H -0.98 1.44 1.43
H -2.56 -1.13 0.64
H -1.99 -0.10 -0.47
H -1.66 -1.79 -0.95
H 0.35 -1.48 -3.98
H 1.93 -1.02 -3.66
H 1.11 -2.31 -2.84
H 0.53 1.47 -2.72
H -0.96 0.41 -3.18
H -0.75 1.14 -1.39

27
Properties=species:S:1:pos:R:3 method="wB97M-V/def2-TZVPD" smiles="C=CC(=C)C=C.CN(N)/C=N/O" spin_multiplicity=1 charge=0 relative_energy_kj_mol=411.9 e_homo_ha=-0.3062
C 0.92 -0.18 1.17
C 2.79 -1.58 1.64
C -2.54 1.43 0.79
C -2.37 0.55 -0.18
C -1.50 0.77 -1.36
C -0.42 1.57 -1.30
C -2.03 0.27 -2.63
C -1.98 1.02 -3.72
H 1.59 0.56 0.71
H 0.02 0.28 1.62
H 0.58 -0.91 0.42
H 0.27 -2.24 2.57
H 0.47 -1.02 3.67
H 3.04 -2.52 2.14
H 5.00 -1.53 -0.36
H -3.37 1.40 1.51
H -1.91 2.31 0.86
H -3.02 -0.35 -0.25
H -0.07 2.00 -0.37
H 0.12 1.87 -2.20
H -2.49 -0.72 -2.62
H -2.31 0.69 -4.70
H -1.46 1.98 -3.65
N 1.72 -0.89 2.17
N 0.97 -1.67 3.06
N 3.41 -1.17 0.60
O 4.58 -1.93 0.41

29
Properties=species:S:1:pos:R:3 method="wB97M-V/def2-TZVPD" spin_multiplicity=1 charge=0 relative_energy_kj_mol=164.7 e_homo_ha=-0.3473
C -1.37 0.17 -1.03
C 0.62 -2.46 -0.15
C 1.36 0.52 2.22
C -0.28 0.44 2.34
C 1.60 -0.20 0.96
C -0.56 -0.78 1.53
C -0.22 2.20 -1.64
C 0.37 0.15 -2.73
N 0.44 -1.08 0.76
N -0.26 0.75 -1.57
N -1.66 -1.55 1.58
O -0.45 -2.99 -0.24
O -2.04 0.74 -0.18
O 1.73 -2.46 -0.56
H 1.45 1.61 2.34
H 1.76 0.09 3.17
H -0.78 0.28 3.30
H -0.72 1.28 1.76
H 1.50 0.48 0.02
H 2.50 -0.74 0.89
H 0.74 2.49 -1.97
H -0.99 2.63 -2.37
H -0.45 2.69 -0.65
H 1.33 0.70 -2.97
H 0.61 -0.93 -2.49
H -0.21 0.23 -3.61
H -1.92 -0.68 -1.52
H -2.61 -1.30 1.91
H -1.47 -2.28 0.88

25
Properties=species:S:1:pos:R:3 method="wB97M-V/def2-TZVPD" smiles="CC[C@H](C)[C@H]1CCNC1=O" spin_multiplicity=1 charge=0 relative_energy_kj_mol=0.0 e_homo_ha=-0.3517
C -1.93 1.09 -1.40
C -1.45 -0.34 -1.61
C -0.10 -0.75 -0.96
C -0.22 -2.12 -0.30
C 0.49 0.28 -0.01
C 0.04 0.31 1.46
C 1.10 1.22 2.07
N 2.31 0.83 1.34
C 2.00 0.14 0.19
O 2.79 -0.45 -0.52
H -2.91 1.22 -1.84
H -1.26 1.82 -1.87
H -2.00 1.35 -0.34
H -1.38 -0.52 -2.68
H -2.22 -1.02 -1.25
H 0.63 -0.86 -1.76
H 0.68 -2.38 0.25
H -1.07 -2.16 0.38
H -0.36 -2.89 -1.06
H 0.36 1.29 -0.40
H -0.99 0.63 1.63
H 0.17 -0.69 1.88
H 1.23 1.10 3.15
H 0.88 2.27 1.87
H 3.19 0.65 1.79

26
Properties=species:S:1:pos:R:3 method="wB97M-V/def2-TZVPD" smiles="NCCCC[C@H]1CCC(=O)O1" spin_multiplicity=1 charge=0 relative_energy_kj_mol=130.5 e_homo_ha=-0.3471
N -1.17 2.00 -2.56
C -1.27 0.61 -3.01
C -1.53 -0.30 -1.80
C -0.23 -0.82 -1.20
C -0.33 -1.10 0.33
C 0.60 -0.21 1.10
C 0.36 -0.02 2.63
C 1.75 -0.28 3.24
C 2.61 -0.04 2.02
O 3.62 0.62 1.88
O 1.95 -0.68 0.98
H -2.00 2.24 -2.04
H -1.15 2.62 -3.35
H -2.05 0.47 -3.76
H -0.32 0.34 -3.45
H -2.13 -1.14 -2.13
H -2.07 0.27 -1.05
H 0.09 -1.72 -1.71
H 0.55 -0.08 -1.35
H -0.01 -2.13 0.50
H -1.35 -0.97 0.66
H 0.58 0.79 0.68
H 0.13 1.04 2.76
H -0.46 -0.55 3.10
H 2.02 0.36 4.06
H 1.81 -1.33 3.47

28
Properties=species:S:1:pos:R:3 method="wB97M-V/def2-TZVPD" spin_multiplicity=1 charge=0 relative_energy_kj_mol=235.2 e_homo_ha="-0.2829 / -0.2828"
C -1.42 2.42 -0.86
C -0.57 3.49 -0.30
C 0.61 2.65 0.35
C 0.59 -3.24 -0.16
C 1.89 -2.47 -0.27
C -0.47 -2.45 0.68
C 0.67 1.39 -0.57
C -2.18 -0.34 1.06
N 1.17 0.20 0.07
O -2.58 2.48 -1.18
O -0.70 1.28 -0.92
P 1.83 -0.87 -1.16
P -1.23 -1.11 -0.31
H -0.31 4.17 -1.13
H -1.12 4.11 0.40
H 1.59 3.27 0.23
H 0.34 2.37 1.34
H 0.25 -3.30 -1.18
H 0.77 -4.32 0.17
H 2.02 -2.15 0.77
H 2.63 -2.97 -0.94
H -1.27 -3.15 0.80
H -0.02 -2.00 1.67
H 1.05 1.82 -1.65
H -2.69 -1.17 1.62
H -2.60 0.48 0.70
H -1.44 0.11 1.84
H 3.19 -0.70 -1.06

27
Properties=species:S:1:pos:R:3 method="wB97M-V/def2-TZVPD" spin_multiplicity=1 charge=0 relative_energy_kj_mol=192.1 e_homo_ha=-0.3220
C 1.20 2.02 -0.31
C 2.13 1.07 0.44
C 3.18 0.39 -0.43
C 0.71 -1.44 0.31
C -0.23 -1.10 -0.86
C -1.54 -0.38 -0.54
C -2.35 -1.08 0.56
C -4.65 0.08 0.47
H 0.40 2.34 0.36
H 1.77 2.89 -0.66
H 0.76 1.53 -1.19
H 2.65 1.63 1.23
H 3.77 -0.34 0.13
H 2.73 -0.10 -1.29
H 3.88 1.16 -0.80
H 0.24 -2.17 0.99
H 1.64 -1.89 -0.05
H 0.32 -0.52 -1.60
H -0.43 -2.05 -1.36
H -1.35 0.66 -0.24
H -2.13 -0.32 -1.44
H -2.41 -2.15 0.34
H -1.85 -0.96 1.53
N -3.67 -0.55 0.67
O -0.01 0.55 1.98
S 1.23 -0.15 1.48
S -6.00 0.89 0.29